C60H166N28O27 | ωB97M-V with the def2-TZVPD basis set

Summary:
largest force on an atom: 13.4 eV/A
M: 1712.2 g mol⁻¹
orbital gap: 8.6 eV
E_HOMO: -8.58 eV
calculated total energy: -5950.1847 a.u.

Last column: Mulliken charge in e.
Positions of all 281 atoms, in Å:
H (-13.277719, -7.283203, -24.111105)  0.27
C (-12.074642, -8.765490, -20.130435)  0.29
H (-4.864790, -10.880290, -20.326887)  0.26
H (-12.557291, -10.821058, -7.203741)  0.30
H (-4.656309, -8.963491, -18.643038)  0.33
H (-12.349259, -5.585302, -20.021033)  0.00
O (-1.952277, -5.466791, -16.680964)  0.31
C (-8.249856, -9.477828, -18.785846)  0.01
H (3.390962, -8.402020, -12.518626)  0.27
C (-10.211291, -6.082224, -17.187989)  -0.19
H (-15.980295, -16.079585, -13.833609)  0.53
H (-7.045108, -11.208115, -11.425409)  0.27
H (-4.521359, -11.901696, -15.023212)  -0.62
H (-3.085297, -4.924729, -14.982159)  -0.67
H (-11.148452, -7.747264, -6.225176)  0.38
N (-13.546925, -13.834027, -14.340710)  -0.07
O (-2.400579, -12.942359, -15.536795)  -0.70
C (-6.120642, -5.598908, -18.480534)  0.64
N (-8.581790, -3.066850, -17.263822)  0.16
H (0.836918, -5.594939, -13.083005)  0.31
H (-6.419641, -15.869615, -15.254233)  0.37
C (-8.721572, -16.888693, -16.309626)  -0.84
C (-7.250891, -7.099785, -15.302929)  1.06
H (-3.212313, -9.355721, -8.909017)  0.07
H (-6.728760, -13.582676, -14.611519)  0.24
H (-7.007669, -13.202425, -10.687035)  0.13
H (-10.723629, -8.321422, -21.621051)  0.17
C (-12.292827, -7.596668, -24.481420)  0.04
O (-4.504320, -11.604564, -9.545186)  -0.69
H (-0.927295, -12.650865, -13.498990)  0.19
N (2.791836, -9.032888, -13.030069)  -0.33
H (-8.497044, -6.605768, -7.572771)  0.36
C (-12.639347, -6.372526, -26.397262)  -0.68
C (-9.668481, -5.302130, -20.740676)  1.97
H (-6.675678, -4.625621, -23.755264)  0.28
H (-6.474463, -11.292190, -15.628050)  -0.29
O (-11.229894, -7.006985, -12.098301)  -0.70
H (-4.228831, -4.632592, -18.676557)  0.39
O (-13.436543, -8.732504, -19.731413)  -0.48
H (-7.945107, -6.250693, -11.027508)  -0.71
O (-8.599435, -11.175555, -12.435037)  -1.15
C (-3.741061, -9.506195, -18.393040)  -0.12
H (-8.930702, -5.714201, -15.037547)  0.27
O (-7.620378, -12.925896, -16.285265)  -0.32
H (-9.538522, -5.041084, -12.190166)  -0.01
N (-3.688373, -12.691082, -19.952058)  -0.25
N (-12.278240, -9.360832, -22.593711)  -0.36
O (-6.500846, -4.786148, -12.691705)  -0.56
C (-9.252735, -6.041182, -9.310590)  -0.99
C (-0.175989, -5.975436, -18.283722)  -0.64
H (-0.853785, -9.641733, -22.300802)  0.26
H (-13.665787, -15.853126, -14.318963)  0.07
C (2.642537, -9.401345, -15.949799)  -0.52
O (-10.880899, -9.763681, -6.657476)  -0.35
H (-9.466530, -4.061089, -22.917763)  0.33
C (0.661283, -8.015117, -16.001255)  3.14
H (-0.345019, -8.225427, -16.376257)  -0.85
H (-13.254503, -6.198898, -13.311190)  0.25
O (-10.959330, -16.143776, -16.998607)  -0.30
N (-12.462641, -5.582144, -13.392325)  -0.46
H (3.208162, -10.041708, -16.620273)  0.36
H (-5.576409, -8.918796, -14.661601)  -0.01
H (-11.499609, -8.181429, -19.404873)  -0.12
N (-5.644325, -3.490838, -14.358747)  -0.16
H (-7.498551, -2.458518, -24.419006)  0.37
H (-9.215356, -8.635614, -8.388372)  0.27
C (-11.818643, -12.240409, -14.782658)  -0.31
N (-9.409478, -9.143639, -18.144493)  1.45
H (-10.594621, -4.126385, -13.212849)  0.19
H (-2.676154, -13.806909, -21.170999)  0.41
H (-0.101930, -5.594979, -19.302847)  0.42
H (-2.685980, -8.304543, -12.334417)  -0.39
H (-12.939958, -6.358696, -27.445492)  0.30
H (-7.516562, -10.935525, -19.911355)  0.19
C (-6.679857, -13.789663, -15.686690)  0.31
C (-0.931724, -4.626344, -12.605170)  0.42
H (-11.549240, -6.841408, -24.207096)  0.09
H (-2.726526, -3.631707, -16.077329)  0.42
H (-4.479905, -4.967649, -17.040519)  -0.85
O (1.253049, -7.380231, -12.822044)  -0.76
H (-0.383543, -9.303600, -13.423445)  -0.25
C (-8.692804, -6.673361, -15.509923)  -0.65
C (-11.373023, -5.923234, -12.654273)  0.58
H (-12.605896, -17.268210, -17.127334)  0.45
H (0.746277, -3.822315, -13.231199)  0.21
H (-7.707022, -3.556136, -17.241380)  -0.48
C (-2.730294, -12.462418, -14.461877)  0.51
H (-7.168827, -2.894755, -19.022079)  0.18
H (-12.039315, -9.782093, -8.452492)  0.11
H (-10.771928, -8.056457, -8.736712)  0.14
C (-8.885853, -2.186244, -18.224329)  0.54
N (-9.440804, -6.577782, -7.946706)  -0.41
H (-8.105729, -17.660611, -15.855082)  0.45
H (-2.608295, -7.655973, -15.932232)  -0.02
H (-13.070669, -9.894022, -18.060539)  0.18
H (-8.085554, -10.943743, -16.459743)  -0.23
H (-15.865560, -14.770472, -14.934111)  0.36
H (-14.728194, -9.240479, -18.309741)  0.40
O (-5.546755, -3.327557, -17.729693)  -0.57
H (-8.999495, -4.982815, -9.203115)  0.38
H (-9.260668, -3.140877, -16.526847)  0.08
H (-9.194623, -4.650319, -20.002202)  -0.30
H (-2.194856, -11.907404, -12.545231)  0.13
C (1.040666, -6.580713, -16.233197)  -0.32
C (-5.610518, -8.159788, -13.877998)  0.53
H (-3.331777, -9.229247, -15.392498)  0.11
O (-3.771522, -10.549339, -11.841122)  -0.69
C (-3.341873, -9.728570, -11.033837)  0.11
O (1.567936, -8.845161, -16.694236)  -0.51
N (-10.412161, -4.956927, -12.682960)  -0.18
C (-12.088599, -9.845150, -7.361497)  -0.59
O (-4.079085, -10.698780, -17.675308)  0.07
O (-16.280252, -14.248026, -12.940295)  -0.32
H (-5.717177, -6.424444, -10.957433)  -0.18
C (-7.756229, -4.555239, -23.880466)  -0.53
H (-5.176421, -12.461506, -17.799904)  -0.48
N (-2.570850, -8.648930, -11.376622)  0.23
H (-3.855829, -3.038575, -12.779102)  0.15
H (-17.726983, -13.473288, -14.271212)  0.30
H (-9.315493, -7.385245, -14.951550)  -0.69
C (-5.030136, -4.661059, -17.930396)  0.68
O (-8.955044, -6.617742, -16.910122)  1.26
H (-3.031290, -8.987508, -17.755390)  -0.50
H (-4.532640, -6.630824, -14.981932)  0.03
H (-4.358820, -13.612979, -21.738227)  0.38
H (-1.663057, -8.569948, -15.103223)  -1.21
H (-0.738049, -6.916126, -18.294557)  0.24
H (-6.028136, -5.856922, -19.530917)  0.63
H (-2.655455, -9.298498, -22.436643)  0.30
H (-9.100380, -11.289484, -19.148786)  0.15
C (-0.957874, -4.884894, -17.537080)  -1.04
H (-13.434220, -8.164246, -17.743407)  0.19
C (-11.893876, -8.976651, -23.941255)  -0.70
H (-12.502951, -9.134795, -14.266375)  0.28
O (-12.412276, -7.679477, -25.896304)  -0.41
H (-7.311628, -3.616848, -25.751484)  0.46
H (-0.848453, -6.609209, -12.517480)  0.13
H (-6.608996, -6.252835, -15.574235)  -0.81
C (-5.623805, -4.009885, -13.106593)  0.29
O (-7.212021, -8.824063, -18.880544)  -0.55
C (-5.701723, -6.855538, -9.952177)  -0.18
C (-11.816581, -8.405142, -21.567982)  -0.72
H (2.973558, -10.016241, -13.097714)  0.23
C (-9.395873, -10.248095, -12.223711)  0.27
N (-8.398288, -15.573514, -15.742298)  -0.29
H (-1.521619, -4.204098, -18.185487)  0.63
H (-2.918476, -12.110465, -19.632414)  0.30
H (-10.488915, -17.166167, -15.217985)  0.29
N (0.604851, -9.492402, -13.392336)  -0.13
O (-6.896303, -6.654562, -9.198027)  -0.57
C (-15.627134, -15.039825, -13.896878)  -0.82
H (-13.888569, -15.117573, -12.681016)  0.30
H (-12.019934, -9.987001, -15.770528)  -0.01
N (1.110770, -6.166885, -17.656790)  -0.44
H (-11.706613, -9.792593, -19.986034)  0.26
H (2.281600, -9.905833, -15.051459)  -0.03
N (-1.490522, -5.852451, -12.340125)  0.03
H (-7.098474, -5.286616, -18.117518)  -0.72
H (-9.965717, -6.255077, -20.296983)  -0.78
H (-10.446088, -6.075045, -18.250984)  -0.77
H (-18.050486, -13.449005, -12.542830)  0.25
C (-5.070549, -11.503220, -18.308993)  1.41
H (-13.436691, -5.850868, -25.861840)  0.30
H (-9.864473, -8.308434, -12.248789)  -0.50
C (-9.970694, -7.934182, -8.006694)  -0.17
H (-8.219894, -8.712796, -12.830382)  -0.63
C (-12.325591, -16.299014, -16.694240)  -0.53
H (-6.027157, -11.001106, -18.143616)  -0.88
H (-5.664435, -13.585926, -16.041047)  0.10
H (2.019002, -6.436227, -15.769206)  0.42
H (-1.845490, -8.326871, -10.763968)  0.26
H (-5.652142, -10.150965, -11.246009)  -0.45
C (-4.865640, -11.830629, -19.777669)  -1.17
H (-9.162397, -6.232700, -22.562498)  0.54
N (-7.947208, -2.269655, -19.183655)  -0.23
H (-5.748728, -12.396797, -20.089681)  0.79
H (-9.356313, -8.409768, -17.452247)  -0.77
H (-6.805941, -6.618740, -13.347645)  -0.99
H (-11.900352, -13.512945, -13.033274)  0.37
O (-12.260645, -11.111207, -14.056346)  -0.44
H (-8.275909, -7.752558, -10.131157)  -0.23
H (-12.904123, -15.534179, -17.213293)  0.26
H (1.753773, -6.845864, -18.041955)  0.38
H (-1.780416, -10.298597, -23.575448)  0.38
H (3.249841, -8.536144, -15.658916)  0.27
H (-6.679223, -15.462520, -17.012874)  0.43
H (-5.747651, -13.819266, -9.647269)  0.21
H (-10.383792, -18.099494, -16.722587)  0.49
H (-12.182902, -12.215437, -15.814831)  0.35
O (-10.898809, -4.733759, -21.225801)  -0.52
O (-9.944645, -1.563056, -18.336969)  -0.73
H (-10.318008, -5.035360, -16.881505)  0.05
C (-17.645281, -14.055057, -13.351481)  -0.71
H (-10.812392, -9.004518, -24.089901)  0.27
H (-11.503107, -14.232547, -14.657469)  0.08
O (-1.988536, -11.278962, -21.844783)  -0.30
N (-3.965710, -11.969331, -14.187668)  0.23
H (-7.188431, -7.939038, -16.000183)  -0.13
H (-8.071985, -1.712318, -20.009791)  0.17
H (-5.993611, -6.552136, -17.958914)  -0.36
H (-4.101185, -10.697569, -9.470384)  0.52
O (-3.171294, -7.734505, -13.906415)  1.42
H (0.847882, -10.449745, -13.564863)  0.25
H (-8.510277, -16.866318, -17.390358)  0.36
H (-4.187269, -11.534172, -13.298786)  0.63
C (-12.152706, -13.552756, -14.098376)  -0.57
C (-7.507511, -11.593218, -15.806560)  0.53
N (-8.511210, -4.277484, -22.643392)  -0.32
C (-10.222501, -17.108750, -16.278818)  -0.54
H (-4.582915, -6.436661, -13.230794)  -0.83
H (0.309243, -5.959240, -15.710713)  -0.51
H (-10.827003, -9.625756, -14.506059)  -0.08
C (-3.140066, -11.953910, -22.331198)  -0.45
C (-14.119583, -15.037878, -13.751418)  -0.39
H (-11.251198, -9.719934, -11.636252)  0.02
H (-11.711478, -5.793960, -26.367092)  0.24
H (-8.730835, -2.109702, -27.012433)  0.34
N (-3.515098, -9.894297, -9.697334)  -0.42
H (-6.460126, -3.686612, -14.911472)  0.01
C (-10.389153, -8.427563, -6.629602)  -0.73
H (-12.901570, -9.183938, -7.040256)  0.33
C (-4.468996, -7.169044, -14.033583)  1.27
C (-6.979845, -15.273129, -15.975969)  -1.23
C (-2.738296, -8.364367, -15.100949)  -0.10
H (-8.854524, -14.811462, -16.234918)  0.17
C (-8.678383, -5.508326, -21.890265)  -1.28
H (-14.140367, -13.034901, -14.158417)  0.26
H (-12.786749, -4.137988, -20.727118)  0.33
N (-6.161004, -10.976156, -10.984772)  0.36
H (-12.637880, -16.282982, -15.646696)  0.03
H (-4.598403, -3.849358, -11.392172)  0.26
H (-18.076966, -15.053691, -13.430205)  0.30
C (-3.488576, -13.093946, -21.333155)  -0.95
N (0.349830, -4.713368, -12.980592)  -0.22
H (-5.067584, -2.681650, -14.496095)  0.20
H (-12.413685, -9.715359, -24.553402)  0.40
H (-3.071220, -12.345663, -23.351222)  0.49
H (-12.637719, -4.703289, -13.840105)  0.14
N (-1.858113, -12.289881, -13.412661)  -0.31
N (-9.106449, -8.951919, -12.430757)  2.02
H (-9.426111, -1.126730, -25.709244)  0.31
H (-1.430943, -4.357688, -15.046838)  0.56
C (-11.911764, -4.606161, -20.273306)  -0.39
H (-0.265492, -4.211189, -17.023790)  0.49
C (-2.313393, -4.558335, -15.661243)  -0.29
H (-11.130390, -6.506951, -16.759466)  0.28
C (-8.076881, -6.682493, -10.033918)  1.73
C (1.511891, -8.578499, -13.008357)  0.34
H (-7.729639, -5.843551, -21.471121)  0.22
H (-3.238121, -9.798720, -19.320553)  0.19
H (-4.894224, -2.661385, -17.959548)  0.26
N (-6.910184, -7.444953, -13.930501)  0.79
H (-11.552302, -4.074684, -19.388894)  0.14
N (-4.625338, -3.514363, -12.339446)  -0.23
N (-8.323440, -10.694893, -19.364307)  -0.15
H (-10.722511, -12.142954, -14.734719)  0.16
H (0.573097, -8.144237, -14.915432)  -1.36
H (-2.483244, -5.940844, -12.248866)  -0.08
H (-4.855217, -6.436826, -9.411548)  0.43
H (-9.572581, -8.317638, -5.914811)  0.30
N (-6.168070, -13.063691, -10.156504)  -0.36
C (-11.867881, -9.912427, -14.692254)  0.05
H (-5.593211, -8.695301, -12.926989)  -1.15
H (-8.026939, -11.599996, -14.840176)  0.47
C (-9.395614, -2.133421, -26.143716)  -0.87
O (-1.565632, -3.568789, -12.487744)  -0.73
C (-1.848712, -10.029041, -22.512180)  -0.84
H (-5.531340, -7.924304, -10.111405)  0.13
H (-12.164805, -7.380419, -21.755808)  0.39
C (-5.530588, -11.862102, -10.177164)  0.65
O (-9.228593, -3.170606, -25.232286)  -0.23
N (-10.532101, -10.411454, -11.491474)  -0.01
H (-13.253310, -9.061407, -22.516571)  0.37
C (-13.662399, -9.029746, -18.373707)  -0.60
H (-9.975633, -9.970056, -18.089884)  0.01
H (-10.409038, -2.231588, -26.542705)  0.23
H (-8.220760, -5.444827, -24.319607)  0.32
H (-10.187212, -6.196132, -9.848138)  0.19
H (-3.981621, -11.253922, -22.377440)  0.31
H (-10.817562, -11.276352, -11.073663)  0.26
C (-7.889342, -3.389252, -24.846400)  -0.67

Forces on atoms 1 to 2 (eV/Å):
0.037 0.055 0.375
-0.234 -1.194 0.913